Version A
Computed, not measured: a 4-piece molecular cluster, C3H6O overall, with the ωB97M-V functional and the def2-TZVPD basis.

Each line ends with the Mulliken charge.
Positions of all 10 atoms, in Å:
C 0.34245 -0.51991 1.60140  -0.2753
O 1.12864 -0.99676 0.74367  -0.5453
H 0.70676 -0.43453 -0.63400  0.5799
H -0.36875 -1.20220 2.09486  0.2622
H 0.73850 0.21338 2.32270  0.2660
H -0.68725 0.56389 -0.04077  -0.0365
C 0.06051 0.21190 -1.34141  -0.5524
C -0.36576 0.62794 -2.39445  -0.2718
H -0.84217 1.10632 -3.21323  0.4070
H -0.71292 0.42998 0.86121  0.1661

LUMO	0.141	eV
orbital gap	0.3739	hartree
HOMO level	-0.369	Eh

=====

Version B
Computed, not measured: one molecule with the formula C3H6O, with the ωB97M-V functional and the def2-TZVPD basis.

Each line ends with the Mulliken charge.
Positions of all 10 atoms, in Å:
O 0.12655 0.47969 -1.85710  -0.5460
C 0.26237 -0.43547 -0.78638  -0.0424
C 0.65549 0.15412 0.56713  -0.6068
C -0.83858 -0.26029 0.20700  -0.3973
H 0.51816 1.39172 -1.70059  0.3161
H 0.66796 -1.37214 -1.15656  0.3118
H 0.84571 1.21318 0.76087  0.2617
H 1.02158 -0.54164 1.32982  0.2517
H -1.29939 -1.00340 0.86900  0.2593
H -1.54680 0.61699 -0.09364  0.1920

LUMO	1.109	eV
orbital gap	0.4026	hartree
HOMO level	-0.362	Eh
structure (SMILES)	OC1CC1

=====

Version C
Computed, not measured: a 3-piece molecular cluster, C3H6O overall, with the ωB97M-V functional and the def2-TZVPD basis.

Each line ends with the Mulliken charge.
Positions of all 10 atoms, in Å:
C 1.03039 -0.82419 -0.07702  -0.9117
C 0.02322 0.09234 0.33893  0.2924
C -1.36083 0.43802 0.07306  -0.1347
O -0.89506 -0.13635 1.32066  -0.3976
H 2.06665 -0.53351 0.03918  0.2974
H 1.11210 0.46478 -1.04480  0.1184
H 0.86637 -1.88883 0.13652  0.2779
H 0.83374 1.13981 -0.40801  0.0205
H -1.68450 1.47503 0.13635  0.2367
H -1.99209 -0.22709 -0.51487  0.2007

LUMO	0.531	eV
orbital gap	0.3596	hartree
HOMO level	-0.340	Eh

=====

Relative energies in eV: version A 4.101; version B 0.000; version C 4.612

=====

Version A
Computed, not measured: a 2-piece molecular cluster, C3H6O overall, with the ωB97M-V functional and the def2-TZVPD basis.

Each line ends with the Mulliken charge.
Positions of all 10 atoms, in Å:
C -3.12170 0.45507 0.03915  -0.3743
C -3.54933 -0.65899 0.02763  -0.3782
H -2.71715 1.40809 0.22612  0.3706
H -3.96865 -1.63218 -0.04993  0.3840
C 2.38208 0.33483 0.00876  -0.6346
O 2.12453 -0.92043 0.12330  -0.4820
H 3.34964 0.38386 -0.48329  0.2542
H 1.85128 0.74987 -0.74255  0.3192
H 2.51309 0.97909 0.93627  0.2029
H 1.13621 -1.09920 -0.08546  0.3383

LUMO	0.719	eV
orbital gap	0.3985	hartree
HOMO level	-0.372	Eh
structure (SMILES)	C#C.CO

=====

Version B
Computed, not measured: one molecule with the formula C3H6O, with the ωB97M-V functional and the def2-TZVPD basis.

Each line ends with the Mulliken charge.
Positions of all 10 atoms, in Å:
C 0.49471 1.24533 0.05138  -1.0026
C -0.37253 0.01077 0.29753  0.0837
C -0.31457 -1.43652 -0.30597  -0.3668
O 0.28050 -1.06454 0.89944  -0.3865
H 0.98237 1.58296 0.97807  0.2487
H -0.08880 2.08932 -0.32340  0.3130
H 1.28980 1.04344 -0.66163  0.2934
H -1.40770 0.20810 0.51425  0.3478
H -1.05750 -2.25877 -0.18784  0.2584
H 0.19372 -1.42009 -1.26183  0.2108

LUMO	1.205	eV
orbital gap	0.4070	hartree
HOMO level	-0.363	Eh
structure (SMILES)	C[C@H]1CO1

=====

Relative energies in eV: version A 1.662; version B 0.000

=====

Version A
Computed, not measured: one molecule with the formula C5H6N2O, with the ωB97M-V functional and the def2-TZVPD basis.

Each line ends with the Mulliken charge.
Positions of all 14 atoms, in Å:
O 1.05989 2.30350 -0.20100  -0.5900
C 0.51424 1.23130 0.04898  0.2571
N -0.86033 1.26490 0.48826  -0.1328
C -1.71861 0.30467 0.23998  0.0478
N -1.43038 -0.83097 -0.21593  -0.7026
C 0.01278 -0.89597 -0.58757  0.3087
C 1.31636 -1.48839 -0.32786  -0.5431
C 0.82442 -0.17982 0.41967  -0.3035
H -1.21144 2.19769 0.78743  0.2717
H -2.79401 0.59315 0.27258  0.3394
H 0.14583 -0.40477 -1.52491  0.2623
H 2.11742 -1.32366 -1.16615  0.2235
H 1.36736 -2.33828 0.36946  0.2876
H 0.65647 -0.43333 1.39708  0.2741

LUMO	0.763	eV
orbital gap	0.3599	hartree
HOMO level	-0.332	Eh
structure (SMILES)	O=C1NC=N[C@@H]2C[C@@H]12

=====

Version B
Computed, not measured: one molecule with the formula C5H6N2O, with the ωB97M-V functional and the def2-TZVPD basis.

Each line ends with the Mulliken charge.
Positions of all 14 atoms, in Å:
C 2.55558 1.76259 0.07731  -0.7522
C 1.98049 0.55063 0.09464  0.3779
C 2.57610 -0.75542 0.04598  0.1392
N 2.80478 -1.87967 -0.14273  -0.4524
C 0.16437 0.50508 -0.06582  0.5052
O -0.28586 1.55779 -0.34570  -0.5383
N -0.36731 -0.70952 -0.18325  -0.2241
C -1.75280 -0.94267 -0.66990  -0.8442
H 2.11834 2.75470 0.21061  0.3328
H 3.65536 1.72358 0.30348  0.2650
H 0.05272 -1.36982 0.42892  0.2714
H -2.04049 -1.95822 -0.39842  0.3338
H -2.37870 -0.21061 -0.21939  0.3279
H -1.74650 -0.91943 -1.76538  0.2579

LUMO	0.201	eV
orbital gap	0.3726	hartree
HOMO level	-0.365	Eh
structure (SMILES)	C=C(C#N)C(=O)NC

=====

Version C
Computed, not measured: one molecule with the formula C5H6N2O, with the ωB97M-V functional and the def2-TZVPD basis.

Each line ends with the Mulliken charge.
Positions of all 14 atoms, in Å:
C 0.02588 1.73117 1.24848  -0.7439
C -0.09414 1.53123 -0.31405  0.5607
O -0.24200 2.41691 -1.13455  -0.4706
N -0.10900 0.10265 -0.52340  0.8986
C 0.22152 -0.86303 0.30557  0.1649
C 0.31681 -2.07760 -0.41289  -0.7029
C -0.17500 -1.69183 -1.72760  -0.0563
N -0.28733 -0.39950 -1.69342  -1.1007
H 1.13201 1.81830 1.64199  0.2702
H -0.52614 0.76722 1.86227  0.1980
H -0.45989 2.73429 1.88880  0.2805
H 0.11921 -0.80000 1.51531  0.0708
H 0.13876 -3.06365 0.06105  0.2859
H -0.06066 -2.20618 -2.71755  0.3449

LUMO	0.244	eV
orbital gap	0.3662	hartree
HOMO level	-0.357	Eh
structure (SMILES)	CC(=O)n1cccn1

=====

Version D
Computed, not measured: one molecule with the formula C5H6N2O, with the ωB97M-V functional and the def2-TZVPD basis.

Each line ends with the Mulliken charge.
Positions of all 14 atoms, in Å:
O -2.88453 -0.59452 -0.27365  -0.5372
C -2.24197 0.51889 -0.14499  0.0788
N -0.80575 0.38877 -0.25387  0.1028
C 0.28861 1.37903 -0.00235  -0.0642
C 1.56162 0.81436 -0.29044  -0.5549
C 1.29669 -0.68939 -0.44162  0.1645
C 0.43327 -1.44246 0.51098  -0.4165
N -0.28041 -0.96044 -0.83714  -0.3760
H -2.56991 1.45799 0.23074  0.2783
H -0.33079 2.27236 0.39217  0.2670
H 2.75038 1.15608 -0.18875  0.2576
H 2.22530 -1.25237 -0.99599  0.3009
H 0.67575 -2.48464 0.98025  0.2960
H -0.11826 -0.56366 1.31467  0.2030

LUMO	0.492	eV
orbital gap	0.3293	hartree
HOMO level	-0.311	Eh
structure (SMILES)	O=CN1C=C[C@H]2CN21

=====

Relative energies in eV: version A 1.556; version B 0.000; version C 1.449; version D 4.937

=====

Version A
Computed, not measured: one molecule with the formula C5H6N2O, with the ωB97M-V functional and the def2-TZVPD basis.

Each line ends with the Mulliken charge.
Positions of all 14 atoms, in Å:
H -1.53201 0.78147 -2.34683  0.2820
N -0.99289 -0.07867 -2.23164  -0.6270
C -0.53856 -0.26403 -1.09210  0.2595
C 0.25202 -1.24980 -0.37067  -0.5531
C 0.30895 0.02384 0.44327  0.7828
C 1.57363 0.69010 0.84922  -1.3841
O -0.74579 0.30362 1.32678  -0.3514
C -1.90951 0.27790 0.72047  0.5096
N -3.02485 0.55892 0.54588  -0.4642
H 1.18868 -1.52575 -0.84750  0.3039
H -0.25377 -2.10243 0.09233  0.2266
H 1.76938 0.46362 1.90239  0.3718
H 2.40577 0.34450 0.23947  0.3433
H 1.49895 1.77671 0.76894  0.3003

LUMO	-0.127	eV
orbital gap	0.3082	hartree
HOMO level	-0.313	Eh
structure (SMILES)	[H]/N=C1/C[C@]1(C)OC#N

=====

Version B
Computed, not measured: one molecule with the formula C5H6N2O, with the ωB97M-V functional and the def2-TZVPD basis.

Each line ends with the Mulliken charge.
Positions of all 14 atoms, in Å:
C 1.35792 0.67991 1.57221  -0.6476
N 0.84325 0.73099 0.24115  -0.2469
C -0.21937 0.02981 -0.27318  0.9010
C -0.78771 -1.09837 0.51502  -0.0134
O -0.75650 -1.39401 1.70484  -0.4823
C -0.71028 0.19524 -1.51584  -0.4320
C -1.55984 -0.62441 -2.32255  -0.0994
N -2.15089 -1.39301 -2.98993  -0.4275
H 1.35638 -0.47023 1.72738  0.2382
H 2.45396 1.14314 1.75892  0.2531
H 0.68609 1.19856 2.28604  0.2479
H 1.31681 1.40310 -0.39049  0.2314
H -1.44660 -1.60869 -0.34559  0.2497
H -0.38322 1.20797 -1.96798  0.2277

LUMO	-0.637	eV
orbital gap	0.3040	hartree
HOMO level	-0.327	Eh
structure (SMILES)	CN/C(C=O)=C/C#N

=====

Version C
Computed, not measured: C5H6N2O as an isolated structure, with the ωB97M-V functional and the def2-TZVPD basis.

Each line ends with the Mulliken charge.
Positions of all 14 atoms, in Å:
C 2.27715 -1.04407 0.02554  -0.4277
C 0.92443 -1.01824 0.03445  -0.2333
C 1.76950 1.02788 0.02739  -0.0450
C -3.46337 -0.37884 -0.28052  -0.4840
C -0.63536 0.94850 -0.07622  0.3147
N 2.79026 0.24111 0.02087  -0.5826
N 0.60063 0.31310 0.05643  0.0646
O -1.70752 0.25698 0.05926  -0.4874
H 2.81830 -1.97451 0.03776  0.3634
H 0.21870 -1.72542 -0.05656  0.5078
H 1.93502 2.05236 0.07372  0.3738
H -3.88675 0.47616 0.16898  0.1893
H -3.21795 -1.23493 0.19331  0.1929
H -0.42305 2.05993 -0.28440  0.2534

LUMO (alpha / beta)	-0.465 / -0.465	eV
orbital gap (alpha / beta)	0.2644 / 0.2644	hartree
HOMO level (alpha / beta)	-0.281 / -0.281	Eh

=====

Version D
Computed, not measured: C5H6N2O as an isolated structure, with the ωB97M-V functional and the def2-TZVPD basis.

Each line ends with the Mulliken charge.
Positions of all 14 atoms, in Å:
C 0.40509 -0.28489 0.41162  0.6901
C -0.43073 -0.83791 -1.75592  -0.0506
C -1.53058 -0.15432 -1.84481  -0.4917
C 1.35918 0.64766 0.71740  -0.4280
C 1.41750 1.70161 1.79596  0.0309
H -0.15765 -0.16688 2.40323  0.3417
H -0.78012 -2.06961 1.44359  0.2879
H 0.19582 -1.18768 -2.76459  0.2377
H -2.14795 -0.08219 -2.74974  0.3065
H -2.15234 0.36132 -0.72175  0.1871
H 1.97662 1.02730 -0.21279  0.2125
N -0.35659 -0.45255 1.30405  -0.5761
N 1.65701 2.41820 2.67174  -0.4247
O 0.54474 -0.92006 -0.69799  -0.3233

LUMO	-1.347	eV
orbital gap	0.2581	hartree
HOMO level	-0.308	Eh

=====

Relative energies in eV: version A 2.149; version B 0.000; version C 3.292; version D 6.053

=====

Version A
Computed, not measured: one molecule with the formula C5H12O, with the ωB97M-V functional and the def2-TZVPD basis.

Each line ends with the Mulliken charge.
Positions of all 18 atoms, in Å:
C -2.36997 -0.63347 0.29820  -1.3755
C -1.07233 -0.21901 -0.38710  0.0072
C -0.46872 1.08550 0.14589  -0.5128
C 1.03458 1.14956 -0.09888  -0.6019
O 1.67562 0.18254 0.71484  -0.3407
C 2.30595 -0.87247 0.03575  -0.6741
H -2.22023 -0.70721 1.38233  0.3455
H -2.69304 -1.61718 -0.05997  0.3627
H -3.18205 0.07972 0.11504  0.3209
H -1.23004 -0.14036 -1.47272  0.2768
H -0.34436 -1.02325 -0.23176  0.0444
H -0.95827 1.96340 -0.29831  0.3319
H -0.62039 1.14659 1.23226  0.3043
H 1.26057 0.97878 -1.16259  0.3508
H 1.43725 2.13438 0.17265  0.3316
H 2.67991 -1.55366 0.80646  0.2263
H 3.15317 -0.52468 -0.57556  0.2957
H 1.61235 -1.42920 -0.61653  0.3068

LUMO	1.157	eV
orbital gap	0.3966	hartree
HOMO level	-0.354	Eh
structure (SMILES)	CCCCOC

=====

Version B
Computed, not measured: one molecule with the formula C5H12O, with the ωB97M-V functional and the def2-TZVPD basis.

Each line ends with the Mulliken charge.
Positions of all 18 atoms, in Å:
C 2.03940 -0.29926 0.26916  -1.2893
C 0.74653 0.23398 0.88202  -0.5549
C -0.56934 -0.34441 0.32988  0.5646
C -1.73708 0.54468 0.76530  -1.5302
C -0.56308 -0.49957 -1.18586  -0.7996
O -0.39016 0.78290 -1.76479  -0.5221
H 2.08587 -0.07607 -0.80236  0.2999
H 2.15128 -1.38226 0.40123  0.2989
H 2.90360 0.18373 0.73851  0.3913
H 0.76113 0.06116 1.96651  0.3959
H 0.72497 1.32136 0.74345  0.2706
H -0.71629 -1.35579 0.73944  0.2691
H -1.59792 1.55421 0.36392  0.3525
H -2.69713 0.16663 0.39527  0.3741
H -1.79469 0.61667 1.85720  0.3841
H -1.51506 -0.95477 -1.50810  0.3937
H 0.24411 -1.18174 -1.49095  0.4115
H -0.08548 0.67391 -2.67095  0.2898

LUMO	0.900	eV
orbital gap	0.4106	hartree
HOMO level	-0.378	Eh
structure (SMILES)	CC[C@@H](C)CO

=====

Relative energies in eV: version A 0.530; version B 0.000

=====

Version A
Computed, not measured: one molecule with the formula C2H4N2S3, with the ωB97M-V functional and the def2-TZVPD basis.

Each line ends with the Mulliken charge.
Positions of all 11 atoms, in Å:
S -0.74687 2.39981 1.84216  -0.2036
C 0.26683 1.85038 0.61210  0.1795
S 1.39642 2.95889 -0.19705  -0.1217
C 0.47388 0.44894 0.36511  -0.3569
N -0.60288 -0.51268 0.74763  -0.2513
N -0.18825 -1.44597 1.44740  -0.0423
S -1.12550 -2.61918 2.12063  -0.1016
H 1.56684 2.05539 -1.13633  0.1371
H 0.36441 0.33095 -0.72269  0.2353
H 1.48028 0.10619 0.86123  0.3416
H 0.01419 -3.19285 2.71620  0.1840

LUMO	-0.554	eV
orbital gap	0.3027	hartree
HOMO level	-0.323	Eh
structure (SMILES)	S=C(S)C/N=N/S

=====

Version B
Computed, not measured: one molecule with the formula C2H4N2S3, with the ωB97M-V functional and the def2-TZVPD basis.

Each line ends with the Mulliken charge.
Positions of all 11 atoms, in Å:
S 2.78280 -1.28105 0.00793  -0.2977
C 1.81059 -0.00136 -0.37174  -0.0781
N 1.14008 0.77145 0.46637  -0.2615
S -0.00198 1.95502 -0.05879  -0.0160
C -1.44260 0.97152 -0.01436  0.0403
N -1.31114 -0.29706 0.04743  -0.3115
S -2.71552 -1.24395 -0.06033  -0.1390
H 1.74134 0.40419 -1.39860  0.2717
H 0.89808 0.40073 1.37575  0.3271
H -2.45679 1.46426 -0.08762  0.3125
H -2.23791 -2.29118 0.60939  0.1524

LUMO	0.240	eV
orbital gap	0.3258	hartree
HOMO level	-0.317	Eh
structure (SMILES)	S=CNS/C=N/S

=====

Relative energies in eV: version A 1.389; version B 0.000